(1)
40
Properties=species:S:1:pos:R:3 method="wB97M-V/def2-TZVPD" smiles="CS(=O)(=O)N1CCC[C@H](n2c(=O)[nH]c3c[nH]c4nccc-4c32)C1" lumo_ev=-0.09 total_energy_ev=-39220.53507 orbital_gap_ev=7.9226 multiplicity=1 de_lowest_kj_mol=151.7
S -3.31242 -1.54414 -0.91498
O -2.35299 -2.41269 -1.62675
O -4.26682 -0.71440 -1.69597
O -0.48647 3.12502 -0.94350
N 4.72300 -1.40039 -0.07968
N -2.41740 -0.56687 0.15616
N 1.73093 2.66828 -1.84734
N 4.54409 0.19954 -1.80467
N 0.73742 1.24398 -0.38190
C 0.58242 2.44587 -1.06806
C -1.47833 0.29718 -0.57850
C -1.86180 0.28709 2.41335
C 4.10861 -0.41091 -0.68084
C -0.24637 0.48589 0.33323
C 3.83954 1.34314 -2.25333
C 3.96859 -1.62406 1.11054
C 2.88659 -0.12327 -0.06894
C 2.76643 -0.94174 1.17827
C -0.71723 1.10539 1.65195
C -4.22347 -2.77264 -0.02186
C 2.60175 1.61980 -1.66311
C -2.94568 -0.08364 1.41091
C 2.06245 0.84161 -0.62916
H -1.05202 2.19431 1.42478
H 5.49505 0.00498 -2.04731
H -4.77537 -3.37473 -0.69433
H 0.09432 1.21452 2.37237
H -3.61977 -0.88379 1.82122
H 4.36433 -2.33036 1.83793
H -4.77008 -2.30166 0.79098
H -3.47502 -3.33146 0.55604
H -1.08887 -0.21915 -1.49788
H -2.02411 1.21060 -0.88998
H 1.98962 -1.04723 1.97426
H 4.23333 2.05953 -2.98169
H -3.58487 0.79236 1.29227
H 0.10224 -0.59579 0.59463
H -1.58585 -0.62045 2.93894
H -2.28670 0.95490 3.17729
H 1.74093 3.20537 -2.66532

=====

(2)
45
Properties=species:S:1:pos:R:3 method="wB97M-V/def2-TZVPD" charge=-1 lumo_ev=2.82 total_energy_ev=-36569.77529 orbital_gap_ev=5.1355 multiplicity=1 de_lowest_kj_mol=918.0
Cl 2.20859 0.52225 2.15103
O 4.91408 1.28314 -3.77440
O 3.62377 -0.38458 -2.15836
N -1.97119 -0.51917 4.92747
N -3.18942 -0.83040 -1.89952
C -2.24122 -1.86114 -0.08955
C -4.02278 -0.02802 -1.22779
C -0.93121 -0.64091 4.00713
C -2.90372 -0.95419 0.83055
C -1.14825 -0.78619 2.75831
C -2.58042 -0.82961 2.26238
C -2.76518 -0.44150 -3.26120
C 3.75277 1.73437 -3.08115
C -3.86078 -0.07595 0.13822
C 3.67242 1.11542 -1.91824
C -2.43302 -1.84033 -1.46829
C -3.62120 -0.70602 3.28551
C 5.33626 2.09918 -4.89571
C 3.93661 -1.10317 -0.88163
C -3.31308 -0.55012 4.56715
C -1.61103 0.36577 6.16265
H 2.80454 1.31181 -1.55254
H -2.17263 -0.27882 6.82278
H -1.29702 -2.47774 0.27072
H 4.91957 -0.72537 -0.51103
H -1.64900 -2.60950 -1.94342
H -1.52426 -0.39262 -3.22161
H -0.64988 0.24669 6.18141
H -0.12398 -0.92455 2.18539
H 2.88822 1.45557 -3.76908
H -4.53547 0.75388 -1.71086
H 0.17150 -0.59663 4.46075
H -4.07054 -0.53013 5.32457
H -4.60015 -0.76950 2.74598
H 3.42402 2.86782 -2.91785
H -4.16010 1.00842 0.53206
H 4.43208 2.23877 -5.36076
H 5.90148 1.63035 -5.45679
H 3.13044 -0.83446 -0.22966
H -1.85632 1.38040 5.98086
H 5.93878 2.94782 -4.56759
H -3.06383 0.48391 -3.32112
H 4.44078 1.56245 -1.22060
H -2.99890 -1.21002 -4.09451
H 3.79866 -2.10737 -1.06166

=====

(3)
169
Properties=species:S:1:pos:R:3 method="wB97M-V/def2-TZVPD" charge=+1 lumo_ev=-3.32 total_energy_ev=-79491.25770 orbital_gap_ev=5.7819 multiplicity=1
Cl -0.18692 0.22141 0.19624
O -0.83968 -0.93323 -0.31755
O 0.35824 1.18512 -0.75263
O 0.91890 -0.14804 0.98764
O -1.10861 0.87631 1.03258
N -0.82190 0.37542 6.50855
N -3.98895 0.11243 -0.23690
N 5.79890 1.37584 1.49907
N -0.74062 4.06919 -0.09186
N -4.77180 -0.65945 2.37472
N -2.00048 -2.12380 -5.01247
N 0.73194 5.16117 -2.37551
N -0.75561 -4.60310 1.97990
N 2.57942 0.38715 -5.16059
C -1.30032 -1.95384 -3.68430
C 0.60067 -0.43616 4.53701
C 2.28040 0.53215 -3.71212
C -1.63925 -4.69132 0.85393
C 3.63996 -0.63297 -5.30063
C 6.90567 1.72266 -0.72531
C 1.06959 -0.57341 7.97754
C -5.54852 0.44026 2.88892
C 3.41419 1.06920 -2.93167
C 0.80218 4.20654 -3.54532
C 3.29836 -2.02194 -4.74197
C 4.98229 1.83288 3.83196
C 0.07236 6.33726 -2.86711
C -1.34247 -4.57183 3.34118
C -1.27598 -3.27694 -2.92737
C 4.24083 -0.34321 0.86277
C -2.27671 -3.53316 -7.07312
C 1.33854 0.16642 -5.93667
C -3.51035 -0.82292 3.12188
C -1.33167 -3.15344 -5.95210
C 2.70046 4.22661 -0.95609
C -3.61826 -1.17617 4.60553
C -2.62044 0.34473 -4.82383
C -0.30768 -0.70886 7.31696
C -1.00576 -5.57336 -0.24423
C -1.35941 1.54614 7.27546
C -0.02384 0.82888 5.31848
C -2.62254 2.24654 6.63200
C -1.79551 -5.90546 3.74554
C -5.48852 -1.94107 2.16998
C 6.96711 1.07874 0.72285
C 0.14343 -3.51374 1.69475
C -2.05163 -0.82990 -5.71749
C -0.58643 3.65884 -3.92158
C 4.47770 1.10359 0.99676
C 1.50713 0.44868 -7.39757
C 1.52947 -3.77934 2.42065
C 6.03478 1.15334 2.91648
C 2.08423 5.40880 -1.81169
C -4.84453 -2.94554 1.24295
C -6.65047 1.00193 2.03217
C -0.03369 7.57181 -2.00086
H 2.28233 -2.39985 -4.85586
H 1.48241 -3.73712 3.50882
H 3.49833 3.79291 -1.55894
H 7.00277 1.59069 3.16105
H -2.45765 -6.34873 3.00178
H 7.08490 -0.00312 0.66119
H 1.33819 -1.61141 8.17380
H -0.77608 3.09542 0.17385
H -2.36293 2.66155 5.65810
H -0.14210 4.27231 -0.87964
H 2.02131 -4.69286 2.08647
H 0.82513 8.23735 -1.91376
H -3.95414 -3.41906 1.65657
H 3.94683 -0.71779 -6.34309
H 1.27847 3.28994 -3.19734
H 0.56002 0.88759 -5.68780
H -2.54082 1.22995 -5.45481
H 1.85621 -0.33948 -3.21370
H 0.51991 6.58972 -3.82840
H -4.33177 -0.41614 -1.02632
H -0.98971 6.15427 -3.03025
H -1.08148 -0.72554 8.08446
H 0.80095 1.45402 5.66056
H 1.79698 -0.05034 7.35671
H -5.52053 -3.76156 0.98751
H -2.63330 -1.06794 5.05968
H -3.36941 1.49393 6.37935
H -0.31684 -1.62545 6.72715
H 1.01925 -0.86225 -5.76937
H 1.90735 3.51745 -0.71913
H -1.24104 4.45302 -4.28054
H -3.04844 0.16110 3.04158
H -3.67697 0.18546 -4.60824
H -1.19961 3.24476 -3.12116
H -1.96975 -4.43885 -7.59620
H -3.77101 -2.25342 4.67099
H 4.05859 1.26499 3.72071
H 4.23411 1.77289 0.17163
H 0.31385 -3.39771 0.62442
H 2.93874 1.38254 -2.00222
H -0.61946 -3.19599 -2.06104
H -4.44465 -2.52236 0.32148
H 1.34423 -1.04481 5.05155
H -2.65092 -1.01381 -6.60919
H -3.28895 -3.84122 -6.81123
H 4.14262 0.34793 -2.56117
H -1.68045 4.25495 -0.41177
H -2.64832 -5.02087 1.10141
H -4.46288 -0.17385 0.60781
H -1.67888 -1.11649 -3.09811
H -0.35874 -2.84934 -6.33815
H -4.89195 1.30068 3.01814
H 5.28949 1.73414 4.87310
H -5.74762 -2.32822 3.15541
H -3.02732 2.94899 7.36058
H -1.69855 -3.73212 0.33961
H 2.78339 5.71692 -2.58909
H 3.24247 -2.02197 -3.65341
H -0.46263 2.13003 7.48274
H -2.37624 -5.81440 4.66345
H -0.65070 1.39128 4.62649
H -0.35133 7.26501 -1.00433
H 6.60787 2.76949 -0.66553
H 2.31096 -0.23274 -7.67614
H 0.99387 -0.04612 8.92850
H 7.86449 1.61267 -1.23193
H -0.82396 8.27829 -2.25475
H -7.38786 0.26004 1.72567
H -1.02687 -0.61839 -6.02283
H 5.93398 0.09187 3.14276
H 1.28416 4.63790 -4.42266
H 0.73638 0.06165 -8.06411
H 4.27967 -0.92568 1.78327
H 6.10678 1.25573 -1.30136
H 4.46773 -0.22176 -4.72287
H -1.23693 -4.13882 -3.59352
H -6.27352 1.38683 1.08461
H -0.68885 -4.19314 4.12698
H -0.54033 4.61022 0.73716
H -0.90180 -6.58383 0.15106
H -0.48291 2.98981 -4.77586
H -0.28463 -2.54873 1.96608
H 4.93368 -0.73951 0.12048
H -3.01370 -0.14545 -0.18701
H -0.25507 -1.76205 -3.92669
H 3.89901 1.92779 -3.39628
H 3.13598 4.54523 -0.00904
H 3.62110 1.35281 1.62305
H -1.73739 1.11716 8.20346
H -4.24558 -0.46394 5.14152
H -2.85749 -1.53660 2.61934
H -0.96175 -4.02066 -5.40512
H -6.40650 -1.57401 1.71098
H 1.96504 1.38503 -7.71644
H 3.27045 -0.61287 0.44594
H -2.17992 -3.88609 3.21260
H 1.52702 1.30143 -3.88158
H -2.38447 -2.73097 -7.80316
H 4.95386 2.85125 3.44438
H -6.10032 0.19924 3.79751
H -7.06265 1.90363 2.48511
H 3.93698 -2.80300 -5.15456
H 2.23030 -3.01645 2.08165
H -0.04762 -5.20063 -0.60636
H -0.20422 -1.10485 4.23188
H -1.69328 -5.69223 -1.08166
H 0.99717 -0.06580 3.59165
H -2.07636 0.58741 -3.91104
H -2.18982 -3.38607 -2.34334
H 7.84514 1.28637 1.33447
H -0.99327 -6.57412 4.05765
H -4.10045 1.10935 -0.35444
H 2.08204 6.18772 -1.04922

=====

(4)
64
Properties=species:S:1:pos:R:3 method="wB97M-V/def2-TZVPD" smiles="Cc1ccc(N(C(=O)C[C@H]2NC(=O)NC2=O)C2(C(=O)NC3CCCC3)CCCCC2)cc1" lumo_ev=0.53 total_energy_ev=-39561.18330 orbital_gap_ev=9.5447 multiplicity=1 de_lowest_kj_mol=12.4
O 1.02253 -1.12660 1.03402
O -1.05867 1.95728 1.36839
O 1.09161 -2.51315 -1.84733
O 5.53946 -3.40574 -1.38934
N -1.22914 -0.08403 2.31069
N 0.23962 0.21338 -0.61401
N 3.23006 -3.29321 -1.56829
N 4.38959 -1.42918 -1.65738
C 1.09436 2.76922 -3.84870
C 0.53270 1.07549 -1.70669
C 0.78306 2.42380 -1.48064
C -1.16332 0.10117 -0.14637
C 2.64891 -0.17284 -0.41768
C -1.14478 0.74683 1.26317
C 0.82983 1.42220 -4.06133
C -3.06974 -1.55010 0.16538
C 1.37953 3.68853 -4.99619
C -2.09390 0.95125 -1.01962
C 4.53034 -2.76981 -1.51023
C -1.06108 0.37175 3.67475
C 0.34270 0.01422 4.21341
C -3.54532 0.77880 -0.57856
C 1.21625 -0.41104 0.06586
C 2.27113 -2.33729 -1.70354
C -1.60944 -1.36326 -0.23715
C -1.25096 -1.50332 5.19313
C 1.06309 3.25754 -2.54638
C -3.97599 -0.67802 -0.69513
C -2.05337 -0.34805 4.60154
C 0.11339 -0.86794 5.44413
C 3.01519 -0.99856 -1.66682
C 0.54826 0.57672 -3.00220
H -2.93985 -0.67605 4.06033
H 1.69693 3.13127 -5.87398
H 3.29328 -0.49445 0.40403
H -1.81292 2.00114 -0.92753
H 0.73804 2.80590 -0.47156
H -0.95901 -2.00336 0.35795
H 0.48020 4.24752 -5.25543
H 0.83996 1.02893 -5.06781
H 0.33726 -0.46948 -3.16749
H -3.33985 -2.60177 0.04981
H -1.47829 -1.67415 -1.27652
H -1.99395 0.65154 -2.06442
H 1.25574 4.30531 -2.36761
H -1.15828 -2.31110 4.46551
H 2.81444 0.88760 -0.60904
H -1.04908 -1.06373 2.15431
H 0.06918 -0.25372 6.34512
H 5.16302 -0.79843 -1.53711
H 0.90260 -1.60671 5.57260
H -1.23004 1.45079 3.65263
H -5.01479 -0.78864 -0.37787
H -3.20907 -1.27945 1.21360
H -1.70145 -1.90548 6.09943
H -3.90738 -0.99510 -1.73835
H 2.78123 -0.42812 -2.57389
H -2.36784 0.32776 5.39737
H 0.91893 0.90590 4.45348
H 2.15310 4.40679 -4.73325
H -4.18322 1.41085 -1.19952
H 0.88270 -0.53681 3.44244
H 3.04201 -4.28306 -1.52404
H -3.64954 1.11224 0.45592

=====

(5)
65
Properties=species:S:1:pos:R:3 method="wB97M-V/def2-TZVPD" charge=+1 lumo_ev="-3.85 / -4.74" total_energy_ev=-59268.02393 orbital_gap_ev="6.6600 / 6.0479" multiplicity=2 s2=0.79 de_lowest_kj_mol=40.5
Ru -0.49865 0.53094 -0.11444
F -4.80786 -0.81920 -1.67834
F -1.35499 -2.99479 -1.15609
F -3.82822 -2.28413 -0.41698
F -3.98750 -2.63199 -2.55878
F -0.10153 -1.34312 -1.80758
F -1.22285 -2.51797 -3.24972
O 6.81646 0.38658 0.25744
O -2.26350 -0.16470 -0.74646
N -0.54965 2.07134 -1.49484
N -1.99855 2.84094 0.18838
N -0.82401 -0.58836 1.54534
N 1.67504 0.39867 -0.24454
N -1.57169 1.75865 0.72828
N 4.09635 0.77313 -0.11844
C -2.85391 2.20194 2.79498
C 5.97455 0.47469 1.38645
C -1.14916 4.29131 -3.05525
C 0.61040 -3.93995 1.24840
C -1.30859 -1.99245 -2.03018
C -0.23523 3.32386 -3.49148
C 0.03512 2.23904 -2.68956
C -1.68205 -4.15748 1.94877
C -0.46872 -4.73918 1.60256
C -1.82031 -2.78164 1.97253
C -1.75197 4.14566 -1.82671
C -1.98015 -0.31677 3.71536
C 0.47738 -2.56449 1.23799
C -2.77276 0.49708 4.50315
C 2.81547 0.59990 -0.17489
C -2.44912 -0.94920 -1.87155
C -1.43057 3.01600 -1.06945
C 6.17240 -0.26247 -0.81710
C -3.22332 1.73839 4.04692
C -3.78823 -1.69032 -1.61625
C 4.75253 1.32964 1.07407
C -1.62157 0.10975 2.42903
C 4.96472 0.54307 -1.28212
C -0.73426 -1.97462 1.62195
C -2.04487 1.39264 2.01552
C -2.59012 -0.15329 -3.17484
H 4.04291 1.33519 1.89960
H -1.62035 -1.26488 4.09015
H 5.86149 -1.27195 -0.51542
H 0.25347 3.41096 -4.45011
H -0.36953 -5.81542 1.59307
H 5.28300 1.51265 -1.67479
H -3.17365 3.16465 2.42663
H 5.05314 2.35708 0.85179
H 1.30197 -1.92659 0.95359
H -1.37513 5.14874 -3.67279
H 1.55130 -4.39402 0.96941
H -3.04157 0.16683 5.49658
H -2.78168 -2.33362 2.18641
H 6.90108 -0.34536 -1.62251
H -3.27963 0.66787 -2.99062
H 4.39863 0.01331 -2.04641
H -2.53185 -4.78072 2.18792
H 5.66236 -0.52956 1.70292
H -2.45717 4.86130 -1.43504
H 6.55909 0.92904 2.18551
H -3.85151 2.34759 4.68031
H -1.62914 0.25227 -3.47085
H 0.73091 1.46257 -2.98417
H -2.96462 -0.76504 -3.99271

=====

(6)
15
Properties=species:S:1:pos:R:3 method="wB97M-V/def2-TZVPD" smiles=C[C@H]1N[C@H]1CO lumo_ev=1.02 total_energy_ev=-7829.09179 orbital_gap_ev=10.3045 multiplicity=1 de_lowest_kj_mol=311.5
O 1.32312 0.75505 1.27349
N 0.50244 0.36713 -1.29597
C -0.75663 -0.03629 -0.74842
C -1.54489 0.66182 0.30546
C 0.55509 -0.79432 -0.44287
C 1.36111 -0.58646 0.82879
H 0.93405 -1.22378 1.60711
H 1.29311 1.28892 0.46094
H -0.04521 -1.67717 -0.59406
H -0.90010 0.88666 1.15365
H 2.41881 -0.89382 0.71393
H -1.37762 -0.54513 -1.50685
H 0.57669 0.22659 -2.29290
H -1.98275 1.56941 -0.10493
H -2.35724 0.00139 0.64262

=====

(7)
39
Properties=species:S:1:pos:R:3 method="wB97M-V/def2-TZVPD" smiles="CO[C@H]1Oc2cc(O)ccc2-c2c1oc1cc(O)c(C)c(O)c1c2=O" lumo_ev=0.06 total_energy_ev=-33222.77438 orbital_gap_ev=8.1884 multiplicity=1 de_lowest_kj_mol=274.3
O -0.56045 -1.54702 -0.71708
O 2.54620 1.75481 -2.56996
O -2.44760 -2.61695 1.05297
O -1.34236 2.60324 5.85579
O 0.62092 -1.68941 -5.25104
O -1.86549 -0.89021 2.72288
O 1.67394 1.71763 0.00127
C -1.96098 -1.22733 1.32276
C 0.19796 -1.57442 -3.01414
C 1.68438 0.05625 -3.98397
C -0.79560 -0.82500 0.45255
C -0.29053 0.89056 2.13024
C -1.67740 0.93312 4.15653
C 0.96384 0.72748 -0.24485
C 0.25191 -0.97815 -1.75119
C 1.81063 0.69143 -2.67582
C 0.85363 -1.08112 -4.10639
C -0.05868 2.66768 3.87214
C -1.84684 -3.65926 1.80798
C 1.08757 0.12773 -1.61391
C -1.29515 0.30661 3.00028
C 2.44656 0.63158 -5.18658
C -1.02272 2.05083 4.64376
C 0.28563 2.00272 2.59034
C 0.00587 0.23196 0.84343
H -2.74466 -0.65453 0.91945
H 2.39447 -0.02897 -6.08026
H -2.51010 0.57759 4.72957
H 3.55004 0.78893 -4.94372
H -0.76161 -3.53363 2.19405
H 0.55094 3.44986 4.26489
H -0.61824 -2.26595 -3.16358
H -2.53559 -3.90881 2.75188
H 2.19025 2.21638 -1.77771
H 2.12442 1.66089 -5.33397
H -1.27198 3.56495 5.75642
H 1.23091 2.48959 2.15859
H 0.95836 -1.05936 -5.94662
H -1.82244 -4.60168 1.13301

=====

(8)
18
Properties=species:S:1:pos:R:3 method="wB97M-V/def2-TZVPD" lumo_ev="0.73 / -1.52" total_energy_ev=-24588.63367 orbital_gap_ev="6.4422 / 8.1850" multiplicity=3 s2=2.02
S 1.34095 -1.07732 -2.10686
O 2.42966 -1.42910 1.03051
N 0.52059 -0.58303 3.07228
N -1.09098 1.39463 -0.16925
N -2.34972 1.52095 -0.56409
N 0.44803 -0.42907 1.67993
N -2.61473 0.77635 -1.60656
C 1.48113 -0.68943 0.88951
C 0.88434 0.22104 -1.10021
C -0.51263 0.51804 -1.06739
C -1.50803 0.13286 -1.93565
H -0.36080 0.15608 1.48518
H -3.02094 2.20975 -0.12897
H 0.19679 -1.50500 3.26185
H 1.50046 -0.72828 3.28223
H 2.66106 -0.95780 -2.09059
H -1.66866 -0.52618 -2.76491
H 1.66348 0.99550 -1.16702